No. 1
{
  "formula": "C3H8O2",
  "method": "ωB97M-V/def2-TZVPD",
  "symbols": ["O", "C", "H", "H", "C", "O", "C", "H", "H", "H", "H", "H", "H"],
  "coordinates": [[1.759, -1.133, 0.461], [1.815, -1.857, 1.414], [2.595, -2.622, 1.576], [1.088, -1.779, 2.248], [-1.218, 0.474, -0.192], [-0.862, -0.777, -0.757], [-0.661, 1.671, -0.994], [-0.811, 0.519, 0.817], [-2.305, 0.508, -0.160], [0.098, -0.819, -0.808], [-1.412, 2.422, -1.233], [-0.251, 1.266, -1.924], [0.164, 2.128, -0.448]],
  "energy_ha": -269.53395,
  "e_above_lowest_ev": 1.658,
  "e_lumo_ev": 0.53,
  "smiles": "C=O.CCO"
}

No. 2
{
  "formula": "C5H7NS2",
  "method": "ωB97M-V/def2-TZVPD",
  "symbols": ["C", "C", "C", "C", "C", "N", "S", "S", "H", "H", "H", "H", "H", "H", "H"],
  "coordinates": [[0.335, 0.415, 0.009], [-0.399, -0.861, -0.016], [1.732, 0.195, 0.011], [-0.306, 1.752, 0.027], [-1.867, -1.033, -0.050], [2.014, -1.142, 0.035], [2.955, 1.304, -0.026], [0.697, -2.188, 0.003], [-0.887, 1.924, -0.878], [0.475, 2.506, 0.091], [-0.973, 1.858, 0.882], [-2.349, -0.078, -0.243], [-2.232, -1.424, 0.902], [-2.156, -1.738, -0.828], [2.961, -1.490, 0.080]],
  "energy_ha": -1045.83907,
  "e_above_lowest_ev": 0.136,
  "e_lumo_ev": [0.10, 0.10],
  "smiles": "Cc1s[nH]c(=S)c1C"
}

No. 3
{
  "formula": "C2H7BrOSi",
  "method": "ωB97M-V/def2-TZVPD",
  "symbols": ["C", "C", "O", "Si", "Br", "H", "H", "H", "H", "H", "H", "H"],
  "coordinates": [[0.365, 1.928, -0.379], [-0.803, 0.378, 0.794], [-0.065, -0.715, 0.948], [0.467, -1.817, -0.337], [-2.432, 0.127, -0.096], [-0.529, 2.551, -0.528], [0.621, 1.102, -1.006], [1.220, 2.214, 0.299], [-1.068, 0.855, 1.691], [-0.430, -3.015, -0.643], [1.564, -2.575, 0.566], [1.089, -1.033, -1.309]],
  "multiplicity": 3,
  "energy_ha": -3018.94331,
  "s2": 2.007,
  "e_above_lowest_ev": 0.668,
  "e_lumo_ev": [0.68, -1.24]
}

No. 4
{
  "formula": "C5H9N2OS",
  "method": "ωB97M-V/def2-TZVPD",
  "symbols": ["C", "C", "C", "C", "C", "N", "N", "O", "S", "H", "H", "H", "H", "H", "H", "H", "H", "H"],
  "coordinates": [[0.522, 1.645, -0.238], [-2.267, 0.085, -0.868], [0.382, 0.214, 0.267], [0.916, -0.768, -0.712], [0.946, 0.044, 1.720], [-0.577, 2.394, 0.196], [-1.611, 1.735, 0.705], [1.402, 2.032, -0.929], [-1.461, 0.059, 0.688], [-1.637, 0.472, -1.725], [-3.255, -0.058, -0.750], [0.481, -0.530, -1.642], [0.629, -1.696, -0.429], [1.953, -0.929, -0.589], [0.566, 0.806, 2.395], [2.010, 0.226, 1.675], [0.649, -0.836, 2.241], [-0.806, 3.324, -0.337]],
  "charge": 1,
  "energy_ha": -778.42373,
  "e_above_lowest_ev": 5.581,
  "e_lumo_ev": [-6.17, -5.92],
  "smiles": "C=S1#[N+]NC(=O)C1(C)C"
}